No. 1
120
Properties=species:S:1:pos:R:3 method="wB97M-V/def2-TZVPD" total_charge=+1 spin_multiplicity=1 lumo_ev=-2.838 gap_ha=0.32149
Br -0.688 1.075 -4.610
Cl 6.456 1.777 -2.410
Cl 6.269 -1.650 -5.041
S 2.961 2.323 -1.673
S 0.148 -3.289 -2.177
P -8.709 -3.103 -2.152
P 0.285 1.916 -2.750
P -4.729 -1.615 3.235
P 3.932 6.184 0.604
P 1.246 -0.644 5.820
O 4.024 4.885 -0.065
O -3.767 -1.178 2.217
O 3.841 7.433 -0.373
O -8.320 -2.394 -0.796
O -1.350 -2.026 -0.273
O 1.279 0.791 5.153
O 2.020 -0.732 7.050
O -9.524 -4.301 -1.989
O 3.947 -0.575 1.130
O -7.316 -3.309 -2.886
O 5.147 -2.055 -0.005
O 5.146 6.468 1.561
O 2.665 6.405 1.517
O -0.295 -0.967 5.912
O -4.171 -2.717 4.236
O -5.236 -0.502 4.227
O -6.043 -2.223 2.625
O -0.364 1.049 -1.544
O -9.348 -1.935 -3.006
O 1.663 -1.638 4.651
N -3.386 -2.517 -0.938
N 3.990 1.447 -4.374
N -2.506 -3.132 -1.784
C -6.412 -4.271 -2.321
C -7.062 -2.804 3.461
C 3.912 -0.428 -2.704
C 2.357 -0.294 -2.507
C 2.827 -1.872 -0.521
C -1.317 -2.827 -1.383
C 4.101 -1.531 0.199
C 4.917 7.641 -1.301
C 0.307 -1.823 -3.260
C -4.326 0.548 4.607
C -7.429 -1.266 -0.821
C 5.943 -0.066 -4.315
C 2.059 -0.643 -1.049
C 0.654 1.030 3.889
C 4.423 0.047 -4.050
C 1.723 -1.302 -3.501
C 1.420 5.802 1.132
C 7.111 -0.913 -2.136
C 5.289 7.732 2.234
C 6.901 0.212 -3.159
C -3.717 -3.959 3.676
C 2.052 1.220 -2.827
C -2.683 -1.887 -0.056
C 2.998 -1.584 4.142
C -10.209 -2.294 -4.102
C 2.520 1.638 -4.217
C -0.764 -1.905 6.896
H 3.268 -2.588 3.823
H 2.384 -2.172 -3.484
H 4.204 -1.475 -2.656
H -6.729 -2.900 4.494
H 1.312 5.770 0.048
H -0.038 -2.685 7.120
H 4.407 0.067 -1.871
H 3.948 -0.585 -4.799
H 3.100 -2.576 -1.302
H 6.298 8.094 2.053
H 1.745 -0.930 -4.522
H 7.107 -0.523 -1.124
H 4.569 8.465 1.874
H -4.521 -4.693 3.720
H 1.963 2.729 -0.880
H -9.884 -3.219 -4.576
H -11.227 -2.413 -3.739
H 8.093 -1.349 -2.301
H -2.880 -4.306 4.277
H 6.188 0.659 -5.094
H 6.381 -1.706 -2.247
H -0.377 -1.078 -2.876
H -1.169 0.584 -1.808
H -4.640 0.909 5.582
H 3.710 -1.247 4.895
H 4.189 1.591 -5.365
H -6.999 -1.118 -1.810
H 0.324 0.105 3.417
H -3.069 -1.295 0.765
H 5.631 8.346 -0.878
H 2.200 -2.443 0.167
H 2.017 1.102 -5.016
H -6.944 -5.072 -1.807
H -1.009 -1.371 7.811
H 0.622 6.405 1.554
H -5.730 -3.774 -1.630
H 2.289 2.697 -4.342
H 4.532 2.161 -3.871
H 5.422 6.704 -1.538
H -6.628 -1.451 -0.108
H -1.659 -2.365 6.485
H -0.203 1.685 4.037
H -7.299 -3.787 3.061
H -4.383 1.355 3.880
H -3.392 -3.834 2.643
H -3.302 0.183 4.670
H 4.493 8.060 -2.209
H 3.025 -0.916 3.284
H 2.308 0.190 -0.398
H 4.756 -0.050 1.212
H 1.379 1.525 3.244
H -7.946 -2.174 3.421
H -0.093 -2.120 -4.228
H -5.839 -4.696 -3.140
H 5.147 7.576 3.301
H 1.001 -0.824 -0.883
H -10.168 -1.484 -4.824
H -7.981 -0.375 -0.527
H 7.867 0.395 -3.622
H 1.367 4.792 1.536



No. 2
105
Properties=species:S:1:pos:R:3 method="wB97M-V/def2-TZVPD" total_charge=-1 spin_multiplicity=1 lumo_ev=2.171 gap_ha=0.28207
I 3.874 3.810 4.503
I -3.075 -0.179 3.320
P 0.504 1.882 2.572
O 3.954 -3.437 1.954
O -0.536 -1.504 3.703
O 6.355 -9.938 -0.060
O -4.273 1.871 -0.662
O -0.231 3.275 3.357
O 3.254 0.321 0.812
O -4.860 5.278 -4.471
O 1.577 -4.639 0.693
O -0.180 -1.039 0.631
O 5.209 -7.284 -0.635
O -0.894 1.661 1.625
O -5.843 0.725 -2.881
O -5.568 7.966 -5.450
N 1.173 0.352 1.812
N -2.055 4.790 3.066
C -6.024 5.991 -4.091
C 3.573 3.696 2.360
C 0.818 -3.980 1.705
C 7.113 -8.752 -0.240
C -1.550 3.420 3.009
C 5.717 -10.385 -1.243
C -5.173 1.977 -2.924
C -6.938 0.705 -1.986
C -6.503 6.935 -5.174
C 2.166 4.155 1.947
C 6.353 -7.508 0.170
C 3.882 -3.857 0.599
C 0.838 0.530 -0.762
C -3.949 2.012 -2.033
C 3.897 -4.503 2.879
C -4.745 7.698 -6.571
C -0.132 0.788 4.078
C 3.187 -0.140 3.121
C 0.558 -0.091 0.587
C -1.795 2.733 1.672
C 2.556 0.224 1.805
C -4.100 0.547 -0.167
C 1.308 3.062 1.322
C 4.001 -7.744 -0.047
C -0.960 -0.406 3.758
C -3.661 5.847 -3.970
C 2.479 -3.763 0.037
H -5.281 7.920 -7.500
H 0.741 0.407 4.586
H 6.430 -10.919 -1.883
H -6.739 6.380 -6.088
H 7.011 -6.643 0.039
H 0.413 -4.740 2.374
H -3.662 6.936 -4.049
H -2.805 2.351 1.592
H 3.631 -4.086 3.849
H -3.045 0.359 0.053
H 1.061 -0.294 -1.431
H 6.074 -7.558 1.227
H -2.137 2.807 3.726
H 1.677 2.065 3.387
H 1.680 4.669 2.764
H -3.470 2.990 -2.149
H 8.002 -8.842 0.391
H 1.434 -3.295 2.288
H 3.781 2.670 2.093
H -0.007 -3.420 1.262
H 4.924 -11.073 -0.952
H -5.860 2.787 -2.657
H 4.877 -4.992 2.961
H -6.809 5.251 -3.905
H 3.258 -7.835 -0.837
H 0.505 3.563 0.783
H -0.661 1.410 4.793
H -7.421 7.421 -4.830
H -3.873 8.347 -6.505
H -2.280 4.984 4.034
H -4.856 2.137 -3.959
H 2.115 -2.732 0.079
H 1.908 2.568 0.564
H -4.408 6.659 -6.590
H 1.677 1.204 -0.786
H 2.326 4.906 1.174
H 3.146 -5.245 2.600
H 2.509 -4.066 -1.016
H -7.816 1.178 -2.445
H -6.707 1.210 -1.047
H 3.640 -7.020 0.690
H -3.227 1.247 -2.337
H 4.538 -3.195 0.025
H -4.463 -0.203 -0.873
H -3.512 5.562 -2.923
H -2.950 4.788 2.586
H 2.466 -0.584 3.794
H -0.085 0.978 -1.112
H 5.277 -9.560 -1.806
H -4.669 0.464 0.755
H -2.835 5.453 -4.561
H -1.588 3.427 0.847
H -5.851 6.536 -3.157
H 3.658 0.716 3.595
H 7.446 -8.667 -1.280
H 4.122 -8.716 0.435
H 4.265 -4.878 0.496
H -7.173 -0.337 -1.773
H 3.955 -0.882 2.941
H 4.339 4.329 1.941